DFT (ωB97M-V/def2-TZVPD) results for 25 unconnected molecules or ions with the total composition C3H55O25.

For the strongest force on any atom, the calculation gives 3.6 eV Å⁻¹. The value obtained for the HOMO-LUMO gap is 7.956 eV. The net charge is -1. Its LUMO energy is 1.9 eV.

Structure (XYZ):
```
83
Properties=species:S:1:pos:R:3:forces:R:3
C -4.6970 1.6100 -12.5070 -1.348 -1.535 -1.590
C -6.0500 1.6700 -11.7720 0.900 -0.363 1.363
C -5.8840 1.3860 -10.2600 -0.612 0.272 -1.282
O -6.6610 2.8960 -11.8050 -0.046 0.321 -1.072
H -4.7400 1.9600 -13.5720 -0.265 -0.567 0.989
H -4.2660 0.5870 -12.4420 -0.415 0.419 -0.335
H -3.9890 2.2170 -12.0620 1.376 1.444 1.134
H -6.7200 0.8840 -12.1260 -0.035 -0.304 -0.586
H -6.8620 1.3520 -9.8230 -0.587 -0.698 0.295
H -5.5080 2.2770 -9.8640 1.025 1.367 0.723
H -5.2390 0.6130 -9.9520 0.436 -1.210 0.384
O -6.7710 -1.6550 -9.4850 -1.436 -1.612 -0.559
H -6.0260 -1.1020 -9.4950 1.885 0.999 -0.165
H -7.4310 -1.1200 -9.0230 -0.284 0.197 0.269
O -4.5850 -1.7480 -11.5470 2.251 1.227 0.127
H -4.4570 -2.6450 -11.3140 0.278 -1.325 0.517
H -5.4680 -1.6500 -11.8040 -2.416 0.365 -0.374
O -4.6930 4.3820 -10.9120 0.434 0.321 0.372
H -5.4420 3.9970 -11.4130 -0.161 -0.159 0.243
H -4.0450 3.6610 -10.8600 -0.187 0.585 0.073
O -1.1100 1.8990 -12.3800 -0.289 1.562 1.453
H -1.8460 1.7970 -12.9720 -0.729 -0.611 -0.793
H -0.4260 1.3520 -12.7060 0.962 -1.020 -0.521
O -6.9850 2.3130 -7.2640 0.568 0.138 -0.081
H -7.5830 1.7010 -6.8500 -0.307 -0.563 0.128
H -6.1060 1.8740 -7.3020 -0.526 0.253 0.049
O -7.1490 -1.7750 -12.5480 0.408 -0.245 -1.395
H -7.4010 -1.9090 -11.6430 -0.211 -0.265 1.260
H -6.7460 -2.5990 -12.8780 -0.558 0.410 0.274
O -8.2460 5.0140 -11.9660 -0.647 0.940 0.414
H -8.5750 5.0760 -11.0500 0.363 -0.146 -0.614
H -7.5800 4.3190 -11.9450 -0.093 -0.121 -0.162
O -8.4610 -0.2800 -7.9830 0.870 -1.330 1.305
H -9.0240 -1.0230 -7.7290 -0.166 0.494 -0.184
H -8.9340 0.3570 -8.4970 -1.195 1.287 -0.995
O -4.9320 1.0390 -15.9500 -0.475 -0.779 -0.891
H -5.8060 0.9040 -15.5340 0.828 0.472 0.328
H -4.2960 1.5730 -15.4630 -0.747 0.551 -0.089
O -4.1410 -1.0630 -7.8460 1.893 -0.687 -0.474
H -3.4390 -0.9730 -7.1850 -0.007 -0.072 -0.442
H -4.8910 -0.8090 -7.3670 -2.021 0.621 1.005
O -5.0460 4.4870 -7.9090 0.536 -0.097 0.898
H -4.5870 5.3110 -7.7240 -0.086 0.018 -0.145
H -5.2820 4.5190 -8.8390 -0.160 0.043 -0.914
O -2.7950 0.2420 -10.0980 0.439 -1.398 0.366
H -3.6620 0.1340 -10.4710 -0.616 -0.563 -0.090
H -2.5720 1.1100 -10.3740 0.670 1.573 -0.274
O -1.8880 -1.0590 -12.7280 1.195 -1.534 -0.006
H -2.1500 -0.7650 -11.8700 -0.266 0.290 1.393
H -2.2190 -0.3940 -13.3000 -0.409 0.874 -0.857
O -7.4710 0.3120 -14.7010 -0.145 0.575 -1.015
H -7.6860 -0.4970 -15.1630 -0.024 -0.267 -0.044
H -7.3980 0.0760 -13.7880 0.188 -0.358 0.896
O -9.0370 2.0770 -12.3290 -3.179 -1.706 -0.409
H -9.1180 1.1170 -12.4740 0.313 0.734 -0.113
H -8.1620 2.3020 -12.0740 2.432 0.776 0.109
O -4.3000 1.8690 -7.1480 -0.555 0.217 0.773
H -4.3300 2.8210 -7.3360 -0.113 0.307 -0.177
H -3.5090 1.5150 -7.5230 0.622 -0.458 -0.724
O -2.4600 2.9670 -10.0400 0.609 0.294 0.360
H -2.3440 3.2510 -9.1290 -0.496 -0.045 0.291
H -1.6770 3.3500 -10.4440 0.108 -0.129 -0.591
O -9.5530 1.8610 -9.5730 -1.070 -1.760 1.540
H -9.2370 2.6860 -9.2230 0.463 0.862 -0.273
H -9.2020 1.7500 -10.4490 0.122 0.562 -1.143
O -5.6850 4.3870 -13.9820 -0.387 -2.205 -1.158
H -5.5400 5.2100 -13.5810 0.150 1.531 1.231
H -6.0450 3.7390 -13.3240 0.020 0.777 -0.152
O -2.5550 0.9070 -14.5620 0.879 1.955 1.196
H -1.7900 0.6990 -15.0710 0.538 -0.472 -0.858
H -3.2180 0.2480 -14.6560 -1.336 -1.490 -0.815
O -7.6910 3.8700 -9.4790 -0.503 0.674 0.442
H -7.4980 3.2380 -8.7820 0.470 -0.089 0.588
H -7.3540 3.4670 -10.2930 0.350 -0.237 -0.448
O -4.2700 -1.3350 -14.4710 0.385 -1.196 -3.203
H -4.5200 -1.3860 -13.5840 -0.345 -0.444 2.533
H -4.2750 -2.2530 -14.8470 0.114 1.437 0.730
O -3.5960 3.5600 -15.6070 2.537 -1.316 -1.886
H -4.3210 3.9120 -15.1640 -2.349 1.154 1.696
H -2.9360 3.3470 -14.9440 -0.048 0.366 0.159
O -1.9400 4.5000 -13.2160 0.529 -0.014 0.439
H -1.6300 3.6920 -12.7610 0.095 0.503 -0.277
H -1.2940 5.1860 -12.9770 -0.395 -0.378 -0.176
```
Forces are in eV/Å.

=====

DFT (ωB97M-V/def2-TZVPD) results for a molecular structure, C3H5BeO3.

For the strongest force on any atom, the calculation gives 3.7 eV Å⁻¹. The value obtained for the HOMO-LUMO gap (alpha / beta) is 9.153 / 8.893 eV. The net charge is +2. Its spin multiplicity is 2. Its LUMO energy (alpha / beta) is -11.1 / -12.4 eV.

Structure (XYZ):
```
12
Properties=species:S:1:pos:R:3:forces:R:3
H 0.2516 -0.8727 1.5852 -0.162 0.277 -0.251
C 0.4732 0.1812 1.3675 -1.923 2.109 2.316
C -0.5870 0.9098 0.4901 0.223 -2.224 0.029
O -1.1416 -0.0634 -0.3743 0.723 0.778 -0.952
C -0.4011 -0.7427 -1.1997 -0.419 -1.461 -0.179
O -1.1646 -1.4459 -1.9571 0.999 0.488 0.897
H 0.5599 0.7457 2.3042 0.249 -0.470 0.135
H 0.5678 1.7993 0.4959 0.557 -1.358 -1.498
H -0.6928 -2.1712 -2.3902 0.041 -0.240 -0.704
Be 1.4282 -0.6207 -0.7715 -0.522 2.270 1.777
O 1.5707 0.4850 0.5449 0.749 -1.787 -3.130
H -0.8643 1.7956 -0.0949 -0.518 1.616 1.561
```
Forces are in eV/Å.

=====

DFT (ωB97M-V/def2-TZVPD) results for 2 unconnected molecules or ions with the total composition C3H5Br2NS.

For the strongest force on any atom, the calculation gives 5.5 eV Å⁻¹. The value obtained for the HOMO-LUMO gap (alpha / beta) is 9.175 / 4.029 eV. Its LUMO energy (alpha / beta) is -0.9 / -4.1 eV.

Structure (XYZ):
```
12
Properties=species:S:1:pos:R:3:forces:R:3
C 0.1293 -0.1324 -0.8241 1.376 -0.095 -0.617
C -0.0301 1.0364 -1.7820 -4.331 -1.050 3.307
C -0.8672 -0.1524 0.2564 -2.142 0.903 0.279
N -1.3439 1.1856 0.4858 0.111 -1.174 1.271
S -1.0562 2.1998 -0.6900 1.028 0.158 -0.904
Br -2.5504 -1.2347 -0.2407 0.343 0.134 -0.186
Br 3.8062 -0.5504 -0.0553 -0.024 0.003 -0.010
H 0.1197 -1.0576 -1.3736 0.370 -0.469 -0.070
H 1.0689 0.0194 -0.2801 0.278 -0.282 -0.263
H 0.8375 1.3645 -2.1317 3.551 1.817 -1.398
H -0.7347 0.8164 -2.5253 -0.638 -0.484 -1.458
H -0.5921 -0.7298 1.1373 0.078 0.539 0.050
```
Forces are in eV/Å.

=====

- Which value of strongest force on any atom does entry 3 give?
  5.5 eV Å⁻¹

=====

- Which formula does entry 1 have?
  C3H55O25

=====

- The lowest strongest force on any atom belongs to which entry?
  C3H55O25

=====

- Look up the strongest force on any atom of the first one.
  3.6 eV Å⁻¹